Here is a structure of composition C48H35FN11O6SSr at a distorted geometry from the Open Molecules 2025 dataset. Energies are from ωB97M-V/def2-TZVPD.

Its net charge is -1. The value obtained for the orbital gap (alpha / beta) is 4.98 / 4.92 eV. Its lowest unoccupied orbital energy (alpha / beta) is 1.26 / 1.25 eV. Its total energy is -93416.5459 eV.

The geometry in XYZ format:
```
103
Properties=species:S:1:pos:R:3:forces:R:3
Sr 0.5445 0.1422 -0.5019 0.741 -2.762 -2.525
C -2.8151 -5.2127 -3.5191 0.044 -0.221 0.065
C -3.5671 -4.2012 -4.1156 -0.152 0.144 -0.134
C -3.3385 -2.8707 -3.8131 -0.052 -0.020 0.000
C -2.3395 -2.5781 -2.9004 0.265 -0.401 0.217
C -1.7403 -1.3263 -2.4723 0.152 -0.402 0.064
N -0.6948 -1.5797 -1.6548 -0.383 -0.715 -0.340
C -0.5565 -2.9190 -1.5081 -0.265 0.344 -0.284
N 0.3529 -3.5509 -0.7833 0.202 -0.473 0.482
C 1.4813 -2.9935 -0.3852 0.123 0.316 -0.253
C 2.4387 -3.6056 0.5338 0.635 0.096 0.193
C 2.3653 -4.6938 1.3862 -0.062 0.059 -0.159
C 3.4230 -4.9084 2.2566 -0.106 -0.112 0.032
C 4.5342 -4.0705 2.2576 0.167 0.004 0.026
C 4.6326 -3.0004 1.3822 -0.103 0.094 -0.106
C 3.5720 -2.7649 0.5262 -0.347 -0.640 0.273
C 3.2646 -1.6820 -0.4034 -0.582 -0.151 -0.196
N 4.1392 -0.7838 -0.8135 0.461 0.010 0.352
C 3.8127 0.2656 -1.5454 -0.562 0.284 -0.230
N 2.5620 0.7343 -1.7783 0.473 0.153 -0.271
C 2.6316 1.8295 -2.5688 0.166 -0.375 0.169
N 1.6286 2.5839 -2.9831 0.132 0.482 -0.031
C 0.3663 2.2132 -2.9087 -0.163 -0.333 -0.004
N -0.0970 0.9699 -2.6565 0.100 0.171 -0.828
C -1.4333 0.9431 -2.8473 0.176 -0.053 -0.014
N -2.1831 -0.1418 -2.8650 -0.474 0.358 -0.199
C -1.9133 2.2972 -3.1133 0.299 0.519 -0.008
C -3.1714 2.8700 -3.1800 -0.001 -0.092 -0.012
C -3.2547 4.2491 -3.2897 -0.216 -0.060 0.002
C -2.1146 5.0425 -3.3505 0.070 0.113 -0.032
C -0.8522 4.4769 -3.2939 0.097 -0.006 -0.033
C -0.7585 3.1046 -3.1596 -0.613 -0.104 -0.012
C 4.0264 2.1150 -2.8819 0.493 -0.252 0.232
C 4.6390 3.0939 -3.6465 -0.041 -0.035 0.043
C 6.0217 3.0797 -3.7271 -0.001 0.149 -0.070
C 6.7724 2.1063 -3.0746 0.138 -0.131 -0.008
C 6.1651 1.1146 -2.3211 -0.083 -0.062 0.046
C 4.7833 1.1251 -2.2182 -0.074 0.539 -0.455
N 1.9862 -1.8190 -0.8349 0.415 -0.353 -0.289
C -1.5801 -3.5999 -2.2893 -0.393 0.313 -0.257
C -1.8256 -4.9305 -2.5916 0.018 -0.047 -0.050
H -2.9964 -6.2376 -3.8151 -0.033 -0.066 0.075
H -4.3256 -4.4596 -4.8447 0.000 -0.028 0.017
H -3.8932 -2.0749 -4.2879 -0.055 0.061 -0.052
H 1.4960 -5.3359 1.3778 -0.073 -0.032 0.050
H 3.3757 -5.7294 2.9601 0.021 -0.042 0.016
H 5.3307 -4.2526 2.9658 0.064 -0.026 0.037
H 5.4798 -2.3334 1.3929 0.107 0.074 0.023
H -4.0626 2.2639 -3.1048 -0.074 -0.076 -0.032
H -4.2261 4.7205 -3.3022 -0.106 0.052 -0.031
H -2.2213 6.1163 -3.4183 0.003 0.063 -0.030
H 0.0400 5.0817 -3.3224 0.131 0.098 0.013
H 4.0551 3.8403 -4.1648 -0.082 0.053 0.001
H 6.5359 3.8382 -4.3014 0.001 0.043 -0.072
H 7.8497 2.1156 -3.1812 0.029 0.008 0.055
H 6.7481 0.3524 -1.8300 0.064 -0.120 0.099
H -1.2393 -5.7184 -2.1417 0.077 -0.042 0.026
O 3.5252 -0.0355 2.7337 0.086 -0.118 -0.320
C 2.7581 -0.1372 3.8900 0.047 0.301 0.256
C 1.5860 -1.0874 3.8131 0.090 -0.144 0.310
C 1.0513 -1.6069 4.9913 -0.074 0.050 -0.156
C -0.0264 -2.4659 4.9152 0.027 0.036 -0.047
C -0.5392 -2.7763 3.6650 -0.055 0.014 -0.038
C 0.0478 -2.1940 2.5554 -0.205 -0.307 0.231
N 1.0886 -1.3823 2.6225 0.319 0.278 -0.320
H 2.9277 0.1904 2.0028 0.005 0.085 0.140
H 2.3577 0.8505 4.1947 0.103 -0.194 0.001
H 3.4408 -0.4678 4.6827 -0.195 0.051 -0.030
H 1.4715 -1.3254 5.9453 0.085 0.009 0.088
H -0.4577 -2.8838 5.8150 -0.030 -0.037 0.013
H -1.3734 -3.4508 3.5503 -0.102 -0.049 -0.023
H -0.3170 -2.4043 1.5595 -0.151 -0.163 -0.138
O -1.8774 0.4625 2.2480 0.248 0.351 1.234
S -1.9607 0.0330 0.8425 -2.593 -0.876 -0.287
C -3.2033 1.0955 0.0358 0.225 -0.084 -0.094
C -4.5129 0.7350 0.6957 -0.080 -0.071 0.124
C -4.6007 -0.7868 0.5921 -0.138 0.120 0.069
C -3.2052 -1.3492 0.8684 0.470 -0.010 -0.249
H -3.1937 0.8053 -1.0113 -0.071 -0.025 -0.161
H -2.9053 2.1335 0.1259 0.142 -0.054 -0.006
H -5.3587 1.2240 0.2106 0.033 0.059 0.022
H -4.4951 1.0484 1.7419 -0.072 -0.014 -0.040
H -4.9155 -1.0660 -0.4170 0.018 0.003 0.054
H -5.3318 -1.1821 1.3000 0.023 -0.069 -0.086
H -2.8957 -2.0791 0.1207 0.025 -0.090 -0.004
H -3.1133 -1.7943 1.8577 0.142 0.093 0.039
F -3.8154 4.4152 1.0135 0.035 -0.157 0.221
C -3.1348 3.7879 2.0022 0.461 0.343 -0.387
C -1.7906 3.6762 1.9164 -1.168 0.355 -0.165
N -1.0617 3.0514 2.8700 -0.076 0.079 0.324
C 0.3042 2.6984 2.5904 0.374 -0.502 -0.353
C 0.4511 1.8831 1.2775 0.130 1.984 2.436
O -0.3824 2.0359 0.3746 -1.079 1.576 -0.407
O 1.4404 1.1491 1.2203 2.029 0.675 1.872
C -1.6662 2.5224 3.9980 0.119 0.343 0.108
O -1.0523 1.9968 4.8953 0.175 -0.305 0.235
N -3.0234 2.7442 4.0818 -0.251 -0.180 0.156
C -3.8840 3.2606 3.1197 0.245 0.025 0.071
O -5.0864 3.2639 3.2829 -0.089 0.076 -0.067
H -1.2572 4.0626 1.0616 -0.032 0.025 0.015
H 0.6691 2.0819 3.4112 -0.039 0.192 -0.094
H 0.9293 3.5921 2.4936 -0.023 -0.060 0.065
H -3.4637 2.3636 4.9121 0.104 0.019 -0.200
```
Positions in Å, forces in eV/Å.

Here is the ion C9H11BrN with charge +1 at a distorted geometry from the Open Molecules 2025 dataset. Energies are from ωB97M-V/def2-TZVPD.

Its net charge is +1. The value obtained for the orbital gap is 7.50 eV. Its lowest unoccupied orbital energy is -4.77 eV. Its total energy is -81033.8275 eV. The SMILES is C[N+](C)=C=C1C=CC=C[C@H]1Br.

The geometry in XYZ format:
```
22
Properties=species:S:1:pos:R:3:forces:R:3
C -2.7609 -2.0182 -0.3225 0.508 2.634 0.900
C -1.5361 -2.3594 -1.0191 -0.836 -0.076 1.160
C -2.7683 -0.8727 0.4138 -1.916 -0.136 -0.123
C -0.4385 -1.5666 -0.9558 0.439 -3.855 -1.737
C -1.5781 -0.0476 0.6892 -1.034 -0.296 1.902
C -0.4570 -0.3654 -0.1348 2.757 -0.633 -2.558
C 0.5506 0.4590 -0.3166 -0.165 0.576 0.473
C 2.3789 0.9619 1.0812 1.471 -1.457 2.033
C 1.9641 2.3018 -0.9912 1.406 -0.915 -0.886
N 1.5770 1.1528 -0.1323 -0.496 -0.366 0.323
Br -1.0277 -0.5774 2.6187 -0.045 0.201 -0.719
H -3.6611 -2.5823 -0.4530 -0.238 -0.236 -0.052
H -1.6658 -3.3448 -1.4654 1.086 0.362 -0.560
H -3.7046 -0.4598 0.8513 0.769 -0.656 -0.223
H 0.4029 -2.1205 -1.5640 -0.916 2.286 1.540
H -1.7009 1.0176 0.8279 -0.467 0.002 -0.118
H 2.1778 1.6621 1.8554 -0.720 1.312 0.110
H 3.4301 1.0540 0.9119 0.644 0.345 -0.881
H 2.3798 0.0301 1.7367 -1.087 0.358 -1.869
H 2.0729 3.1664 -0.3772 -0.531 0.751 0.357
H 1.3750 2.4029 -1.9107 -0.356 -0.026 0.769
H 2.9899 2.1060 -1.3434 -0.273 -0.174 0.157
```
Positions in Å, forces in eV/Å.

Here is a cluster of 2 separate species, CH6FN3 in total at a distorted geometry from the Open Molecules 2025 dataset. Energies are from ωB97M-V/def2-TZVPD.

The value obtained for the orbital gap is 10.18 eV. Its lowest unoccupied orbital energy is 0.42 eV. Its total energy is -8322.4606 eV. The SMILES is N=C(N)N.F.

The geometry in XYZ format:
```
11
Properties=species:S:1:pos:R:3:forces:R:3
C 0.3003 0.1446 -0.0406 0.288 -1.698 1.634
N -0.7696 0.8659 -0.2327 2.428 2.670 -0.815
N 0.0548 -1.1067 0.4839 0.249 -2.581 0.508
N 1.6813 0.4369 -0.1361 -2.447 1.269 -0.665
F -2.8699 -0.3650 -0.3331 0.873 0.472 0.358
H -2.0000 0.2466 -0.2282 -1.115 -0.677 -0.411
H -0.5577 1.8838 -0.4987 -0.520 -2.143 0.405
H -0.9544 -1.4812 0.6066 2.441 1.235 -0.543
H 0.8574 -1.8127 0.6667 -2.223 1.964 -0.643
H 2.4046 -0.2118 0.1612 -0.511 0.586 -0.197
H 1.8531 1.3997 -0.4490 0.537 -1.097 0.370
```
Positions in Å, forces in eV/Å.